Entry 1:
C4H5NO | wB97M-V/def2-TZVPD

Properties
max |F| = 0.91 eV/Å
HOMO level = -8.4 eV
SMILES = [H]/N=C/[C@H]1C=C1O

The geometry in ORCA input format:
```
! wB97M-V def2-TZVPD RIJCOSX def2/J DEFGRID3
* xyz 0 1
H -2.85 -0.59 -0.42
N -1.85 -0.70 -0.31
C -1.27 0.38 0.02
C 0.16 0.28 0.43
C 0.70 -1.16 0.02
C 1.39 -0.11 -0.26
O 2.57 0.42 -0.59
H -1.81 1.32 0.23
H 0.32 0.81 1.38
H 0.07 -1.97 -0.32
H 2.57 1.30 -0.18
*
```

Entry 2:
C4H5NO | wB97M-V/def2-TZVPD

Properties
max |F| = 0.54 eV/Å
HOMO level = -10.3 eV

The geometry in ORCA input format:
```
! wB97M-V def2-TZVPD RIJCOSX def2/J DEFGRID3
* xyz 0 1
O 0.82 0.49 1.41
C 0.40 -0.04 0.22
C -0.64 0.64 -0.64
C -1.00 -0.58 0.18
C 1.80 -0.41 -0.74
N 1.39 -1.47 -0.41
H 1.49 1.16 1.22
H -0.97 1.62 -0.29
H -0.56 0.53 -1.72
H -1.56 -0.43 1.10
H -1.18 -1.52 -0.33
*
```